No. 1
Computed, not measured: a molecular structure, CH5N3, with ωB97M-V/def2-TZVPD.

Computed properties:
**E_HOMO**: -8.394 eV
**Frontier orbital gap**: 9.07 eV

Geometry as XYZ:
```
9
Properties=species:S:1:pos:R:3:forces:R:3
N -0.817 0.300 1.035 0.236 -0.189 -0.479
C 0.063 0.073 -0.048 -0.988 -0.288 -1.278
N 0.862 1.004 -0.512 0.500 -1.642 1.899
N 0.117 -1.241 -0.550 -0.670 0.838 -0.731
H -0.633 1.261 1.296 -0.485 0.129 0.024
H -1.786 0.187 0.750 0.079 -0.230 0.343
H 1.249 0.683 0.464 1.461 2.133 -0.134
H -0.748 -1.489 -1.026 -0.131 -0.471 0.450
H 0.829 -1.159 -1.269 -0.003 -0.280 -0.095
```
Forces are in eV/Å.


No. 2
Computed, not measured: a molecular structure, C8H3CuN3O6S, with ωB97M-V/def2-TZVPD.

Computed properties:
**Charge**: -1
**E_HOMO**: -5.370 eV
**Frontier orbital gap**: 6.63 eV

Geometry as XYZ:
```
22
Properties=species:S:1:pos:R:3:forces:R:3
Cu -1.766 2.728 -0.786 0.097 -0.007 -0.083
O -2.121 0.765 2.673 -0.195 -0.160 -0.049
C -1.838 0.857 1.489 0.561 0.442 0.135
O -2.320 1.692 0.653 -0.266 -0.085 -0.071
C -0.732 -0.065 0.971 -0.147 -0.137 -0.064
C 0.106 -0.677 1.895 -0.010 -0.002 0.011
C 1.102 -1.523 1.447 0.029 0.037 -0.013
C 1.291 -1.816 0.110 0.001 -0.003 0.007
C 0.426 -1.212 -0.779 0.002 0.015 -0.008
C -0.571 -0.336 -0.381 0.019 -0.021 0.011
N 0.575 -1.525 -2.214 0.009 0.011 -0.004
O -0.248 -1.067 -2.976 -0.011 -0.003 -0.002
O 1.511 -2.228 -2.542 0.001 -0.009 0.002
N 2.002 -2.159 2.430 -0.085 -0.096 0.017
O 1.839 -1.889 3.601 0.029 0.035 -0.004
O 2.843 -2.929 2.008 0.033 0.032 -0.006
H -0.041 -0.486 2.948 -0.001 0.001 -0.003
H 2.067 -2.485 -0.222 0.000 0.001 -0.001
H -1.217 0.119 -1.117 -0.004 -0.003 -0.006
S -0.646 5.793 -4.053 -0.002 0.011 -0.004
C -1.006 4.642 -2.965 0.027 -0.073 -0.029
N -1.258 3.802 -2.192 -0.091 0.013 0.166
```
Forces are in eV/Å.


No. 3
Computed, not measured: a single C4H4O3 molecule, with ωB97M-V/def2-TZVPD.

Computed properties:
**E_HOMO**: -9.771 eV
**SMILES**: CC(=O)C(=O)C=O
**Frontier orbital gap**: 8.76 eV

Geometry as XYZ:
```
11
Properties=species:S:1:pos:R:3:forces:R:3
C 0.905 -0.359 1.379 0.013 0.071 0.078
C -0.186 0.401 0.681 -0.084 0.239 0.230
O -0.656 1.453 1.040 0.184 -0.427 -0.170
C -0.783 -0.268 -0.562 -0.302 -0.381 0.032
O -1.430 -1.288 -0.503 0.366 0.517 -0.056
C -0.527 0.422 -1.904 0.300 0.403 -0.147
O 0.223 1.359 -1.998 -0.365 -0.530 0.039
H 0.481 -1.277 1.802 0.056 0.094 -0.084
H 1.338 0.252 2.173 -0.080 -0.084 -0.116
H 1.677 -0.651 0.659 -0.094 0.028 0.097
H -1.043 -0.043 -2.767 0.006 0.068 0.097
```
Forces are in eV/Å.


No. 4
Computed, not measured: 2 unconnected molecules or ions with the total composition C3H7NO, with ωB97M-V/def2-TZVPD.

Computed properties:
**E_HOMO**: -8.714 eV
**SMILES**: C=CO.C=N
**Frontier orbital gap**: 9.47 eV

Geometry as XYZ:
```
12
Properties=species:S:1:pos:R:3:forces:R:3
C -4.680 2.373 -1.682 0.705 1.979 -2.047
N -4.219 3.230 -2.555 -3.042 -1.209 0.553
H -5.290 1.527 -2.031 1.231 -0.444 0.162
H -4.538 2.563 -0.634 -0.758 0.079 0.770
H -4.371 4.193 -2.211 1.865 -0.403 0.563
C 4.197 -1.820 0.749 -3.538 1.868 0.770
C 3.180 -2.289 1.638 3.319 3.376 -4.613
O 2.158 -1.406 1.998 0.636 -2.883 1.341
H 4.568 -2.358 -0.135 0.517 -0.592 1.341
H 4.195 -0.662 0.474 -0.257 -2.469 0.918
H 3.208 -3.330 1.858 -0.838 -0.645 0.555
H 1.593 -2.019 2.531 0.161 1.344 -0.310
```
Forces are in eV/Å.


No. 5
Computed, not measured: a molecular structure, C5H8FO4Ru, with ωB97M-V/def2-TZVPD.

Computed properties:
**2S+1**: 7
**Charge**: +1
**E_HOMO (alpha / beta)**: -12.158 / -15.848 eV
**Frontier orbital gap (alpha / beta)**: 8.64 / 8.30 eV
**<S²>**: 12.0067

Geometry as XYZ:
```
19
Properties=species:S:1:pos:R:3:forces:R:3
C 0.999 0.540 1.325 1.208 -1.183 1.170
O -0.022 1.294 0.734 0.387 -0.176 -0.023
Ru -1.040 2.907 0.895 -0.430 1.817 0.581
C 2.314 0.627 0.566 0.076 0.271 -0.387
H 1.155 0.885 2.363 -0.198 -0.032 -0.394
H 0.675 -0.516 1.397 -0.090 0.444 -0.098
H 3.078 0.006 1.057 -0.331 0.191 -0.087
H 2.197 0.278 -0.470 0.073 0.099 0.266
H 2.675 1.665 0.540 -0.064 -0.331 0.001
C -1.407 0.675 -0.408 -1.071 -4.046 -2.526
O -1.855 -0.442 0.256 0.372 1.908 0.441
C -1.509 -1.591 -0.447 -0.229 -1.157 -0.627
C -0.498 -1.101 -1.474 0.306 -0.635 0.134
O -0.753 0.299 -1.526 -0.334 1.285 0.989
O -2.090 1.723 -0.392 0.040 0.766 0.290
F -2.641 -2.076 -1.067 0.617 0.366 0.346
H -1.152 -2.358 0.248 -0.114 0.178 -0.163
H 0.531 -1.275 -1.133 -0.220 0.039 -0.160
H -0.658 -1.541 -2.462 0.003 0.195 0.246
```
Forces are in eV/Å.


No. 6
Computed, not measured: a gas-phase ion, C7H16N3 (charge +1), with ωB97M-V/def2-TZVPD.

Computed properties:
**Charge**: +1
**E_HOMO**: -14.038 eV
**SMILES**: [H]/N=C1/CC[N@@H+](C(C)(C)C)N1
**Frontier orbital gap**: 11.06 eV

Geometry as XYZ:
```
26
Properties=species:S:1:pos:R:3:forces:R:3
C 0.269 2.600 -0.977 -0.774 -0.020 0.021
C -0.288 2.761 0.377 1.870 0.053 1.674
C -0.776 1.386 0.797 1.653 -0.232 0.846
C -0.547 -1.459 1.322 -0.937 -0.904 1.673
C -0.715 -1.411 -1.150 -0.174 -1.139 -1.922
C 1.478 -1.615 -0.039 -1.770 -0.397 2.775
C 0.070 -0.927 0.069 1.038 -2.659 -1.503
N 0.353 3.499 -1.839 -0.595 0.878 1.613
N 0.569 1.263 -1.100 -1.791 -1.170 2.935
N 0.343 0.502 0.204 -3.011 2.745 -3.314
H 0.555 3.249 0.943 -0.858 -0.761 0.141
H -1.073 3.421 0.380 -1.798 1.762 -0.006
H -0.922 1.058 1.857 0.386 0.853 -0.856
H -1.661 1.221 0.264 -1.304 -0.726 -0.836
H 0.200 -1.361 2.137 -0.717 0.169 0.005
H -1.576 -1.064 1.629 1.515 -0.428 -0.540
H -0.646 -2.572 1.193 -0.097 1.146 0.104
H -0.899 -2.590 -1.135 0.553 2.704 0.330
H -0.196 -1.207 -2.133 -0.203 -0.250 1.148
H -1.678 -0.943 -1.305 -0.433 0.079 0.385
H 1.983 -1.391 -0.954 0.371 -0.174 -0.495
H 2.005 -1.179 0.879 0.043 -1.205 -1.300
H 1.162 -2.721 0.124 1.512 1.775 -0.498
H 0.766 3.232 -2.677 0.907 -0.559 -1.978
H 1.220 0.983 -1.740 2.253 -1.576 -1.491
H 1.047 0.663 0.856 2.359 0.036 1.092
```
Forces are in eV/Å.


No. 7
Computed, not measured: a single C3H4N2O molecule, with ωB97M-V/def2-TZVPD.

Computed properties:
**E_HOMO**: -8.373 eV
**Frontier orbital gap**: 8.75 eV

Geometry as XYZ:
```
10
Properties=species:S:1:pos:R:3:forces:R:3
O 1.333 -0.270 0.676 0.313 -0.027 0.082
C 0.755 0.027 -0.853 -0.288 -0.018 0.084
C -0.057 -0.871 -0.029 -0.250 -0.144 -0.106
N -1.177 -0.246 0.410 0.095 -0.165 0.105
N -1.135 1.113 0.082 0.392 0.010 -0.224
C -0.058 1.268 -0.605 -0.152 0.217 0.079
H 2.065 -0.863 0.452 -0.088 0.115 0.078
H 0.012 -1.951 0.038 -0.026 0.171 -0.016
H -1.730 -0.498 1.214 0.048 -0.003 -0.125
H 0.165 2.250 -1.008 -0.045 -0.157 0.042
```
Forces are in eV/Å.


No. 8
Computed, not measured: a single C3H7NO molecule, with ωB97M-V/def2-TZVPD.

Computed properties:
**E_HOMO**: -7.804 eV
**Frontier orbital gap**: 8.55 eV

Geometry as XYZ:
```
12
Properties=species:S:1:pos:R:3:forces:R:3
C 1.044 0.732 1.234 0.252 -0.463 0.389
O 0.288 1.638 0.461 1.000 1.261 1.420
C -0.469 1.364 -0.547 0.478 2.612 0.708
N -0.621 0.132 -0.903 -5.884 2.626 -5.392
C -0.615 -1.245 -0.708 0.306 -1.584 -0.326
H 0.413 -0.004 1.742 0.021 0.013 -0.073
H 1.802 0.221 0.632 -0.062 0.044 0.036
H 1.523 1.367 1.979 0.127 -0.307 0.018
H -1.434 0.499 -1.650 2.696 -2.419 1.994
H -1.204 -1.635 -1.542 0.377 -0.354 0.105
H 0.429 -1.492 -0.876 -0.021 -1.293 0.732
H -1.156 -1.578 0.178 0.711 -0.137 0.390
```
Forces are in eV/Å.


Sequential F_max output: 2.59, 0.73, 0.64, 6.61, 4.89, 5.25, 0.45, 8.40 eV Å⁻¹
Sequential E_tot output: -205.284737, -2961.027053, -380.499754, -248.358512, -690.548334, -440.256835, -301.291067, -248.356322 Ha